{
  "formula": "C35H36Cl2GeMnNO2Te",
  "method": "ωB97M-V with the def2-TZVPD basis set",
  "elements": ["Mn", "C", "C", "C", "C", "C", "C", "Ge", "C", "C", "C", "C", "C", "C", "C", "C", "C", "C", "C", "C", "H", "H", "H", "H", "H", "H", "H", "H", "H", "H", "H", "H", "H", "H", "H", "Cl", "C", "Cl", "H", "H", "C", "Te", "C", "H", "H", "H", "H", "H", "H", "C", "O", "C", "C", "C", "C", "C", "C", "N", "C", "C", "C", "C", "C", "C", "C", "O", "H", "H", "H", "H", "H", "H", "H", "H", "H", "H", "H", "H", "H"],
  "xyz": [[1.013, 0.388, -0.321], [3.140, 2.908, 3.636], [1.792, 3.245, 3.760], [0.815, 2.362, 3.333], [1.186, 1.118, 2.801], [2.541, 0.779, 2.692], [3.516, 1.675, 3.110], [-0.163, -0.177, 2.380], [-1.977, 0.293, 2.626], [-2.494, 1.563, 2.341], [-3.796, 1.865, 2.694], [-4.588, 0.905, 3.321], [-4.087, -0.363, 3.586], [-2.787, -0.680, 3.226], [0.391, -1.969, 2.811], [0.596, -2.124, 4.187], [0.937, -3.369, 4.696], [1.100, -4.450, 3.839], [0.926, -4.289, 2.471], [0.576, -3.050, 1.956], [3.898, 3.600, 3.980], [1.509, 4.191, 4.203], [-0.229, 2.627, 3.440], [2.834, -0.204, 2.337], [4.563, 1.402, 3.067], [-1.888, 2.304, 1.836], [-4.202, 2.845, 2.483], [-5.605, 1.149, 3.598], [-4.710, -1.103, 4.069], [-2.402, -1.672, 3.430], [0.472, -1.293, 4.875], [1.078, -3.492, 5.761], [1.369, -5.417, 4.240], [1.063, -5.133, 1.806], [0.464, -2.932, 0.883], [3.581, -4.052, -0.706], [4.074, -2.473, -1.091], [2.889, -1.182, -0.270], [3.976, -2.227, -2.140], [5.008, -2.180, -0.629], [-1.367, -3.270, -1.080], [-1.556, -1.207, -0.594], [-1.897, -0.572, -2.597], [-0.583, -3.433, -1.814], [-2.331, -3.574, -1.481], [-1.165, -3.820, -0.165], [-2.885, -0.939, -2.866], [-1.150, -0.983, -3.270], [-1.897, 0.515, -2.610], [1.177, 1.190, -3.343], [2.010, 1.351, -2.170], [3.254, 1.931, -2.394], [3.910, 1.807, -3.608], [5.182, 2.338, -3.775], [5.826, 2.982, -2.729], [5.171, 3.126, -1.520], [3.880, 2.636, -1.362], [3.247, 2.831, -0.097], [1.991, 3.085, 0.139], [1.027, 3.566, -0.806], [1.288, 4.713, -1.577], [0.251, 5.315, -2.252], [-1.033, 4.763, -2.186], [-1.286, 3.594, -1.489], [-0.243, 2.954, -0.825], [-0.391, 1.718, -0.328], [0.185, 0.951, -2.972], [1.545, 0.380, -3.969], [1.141, 2.126, -3.899], [3.445, 1.289, -4.433], [5.675, 2.231, -4.732], [6.821, 3.382, -2.857], [5.644, 3.654, -0.701], [3.851, 2.739, 0.716], [1.701, 2.992, 1.185], [2.276, 5.157, -1.575], [0.419, 6.228, -2.804], [-1.844, 5.252, -2.709], [-2.271, 3.145, -1.487]],
  "lumo_ev": [-9.8898, -10.2736],
  "homo_ev": [-16.17, -16.28],
  "multiplicity": 6,
  "orbital_gap_ev": [6.278, 6.007],
  "largest_force_ev_per_a": 1.3,
  "total_charge": 3
}